(1)
39
Properties=species:S:1:pos:R:3:forces:R:3 method="wB97M-V/def2-TZVPD" multiplicity=1 e_homo_ev=-9.32 orbital_gap_ev=8.92 charge=0
C -1.400 0.063 -1.695 -0.902 0.729 -1.949
C -1.403 -1.126 -0.860 0.510 -2.186 1.842
C -2.931 0.320 -2.173 -0.093 2.322 2.083
C -3.542 -0.518 -3.402 1.665 -0.023 0.330
C 1.072 -1.022 -0.075 3.079 1.440 -1.245
C 2.532 -1.643 -0.562 0.699 -2.993 2.682
C 1.257 -0.622 1.471 3.415 0.994 -3.272
C 0.080 0.096 2.053 -1.323 2.227 1.332
C 0.764 0.763 3.401 -2.310 1.394 1.935
C 1.955 3.015 3.801 -3.817 1.824 -0.075
H -0.385 0.801 -3.386 -1.018 0.739 -0.579
H 0.784 0.259 -2.383 -4.564 -1.884 -1.798
H -1.086 0.837 -0.955 -0.357 0.041 -0.788
H -3.757 0.102 -1.256 2.700 0.613 -2.576
H -2.807 1.556 -2.193 -1.317 -3.142 -1.027
H -1.644 -1.172 -4.176 -2.360 0.691 0.677
H -0.285 -2.230 0.358 -1.046 -0.990 -0.462
H 1.268 -0.195 -0.842 -0.974 0.176 1.898
H 1.882 -1.361 2.148 -2.086 0.813 -1.387
H 2.164 0.108 1.248 -1.796 -0.801 0.890
H -0.741 -0.693 2.282 1.274 1.601 0.222
H -0.564 1.015 1.411 2.420 -2.770 1.419
H 1.016 -0.078 4.088 0.230 0.460 -0.651
H 0.067 1.404 4.059 0.063 -1.428 -1.239
H 3.028 1.359 3.040 -5.009 1.358 1.458
H 3.615 2.846 4.356 0.497 1.087 0.049
H 0.098 3.404 2.877 1.470 0.551 2.015
H 1.048 4.765 3.559 -1.891 -3.613 1.031
H 3.187 -2.246 -2.444 -2.036 1.583 2.365
N -0.433 -0.066 -2.884 4.239 1.260 3.410
N -0.153 -1.681 -0.482 0.463 -0.608 1.599
N 1.845 1.766 3.361 5.968 -5.598 -3.362
N 2.967 3.643 4.209 1.255 -1.123 0.338
N 0.661 3.675 3.770 1.305 3.671 -2.767
O -2.429 -1.616 -0.411 1.114 0.154 -0.408
O -4.729 -0.659 -3.506 1.329 0.223 -0.195
O -2.663 -1.173 -4.297 0.167 0.608 0.909
O 3.467 -2.036 0.197 -3.489 1.900 -3.414
O 2.427 -1.741 -1.904 2.525 -1.301 -1.291

(2)
14
Properties=species:S:1:pos:R:3:forces:R:3 method="wB97M-V/def2-TZVPD" multiplicity=1 e_homo_ev="-13.73 / -13.98" orbital_gap_ev="8.69 / 9.21" charge=+1
C 0.097 1.115 -0.342 -0.186 1.333 -1.154
C -0.967 0.467 0.479 2.595 -0.286 0.670
C 1.819 -0.491 0.272 -0.085 -3.897 2.164
N 0.747 -0.152 -0.498 -3.697 1.245 0.015
N -1.851 -0.463 -0.234 1.898 -2.110 0.632
H -0.400 1.330 -1.280 0.430 0.790 -0.585
H 0.630 2.035 0.069 -0.684 -1.429 -0.290
H -0.587 0.263 1.453 -0.872 -0.702 0.897
H 2.493 -0.788 -0.480 1.495 -0.783 -0.835
H 2.281 0.186 0.891 0.820 2.178 1.394
H 1.646 -1.459 0.947 0.267 1.708 -1.567
H -1.455 -1.516 -0.107 -1.472 2.845 -0.585
H -1.597 -0.131 -1.172 -1.002 -0.913 -0.525
H -2.855 -0.395 0.001 0.493 0.020 -0.231

(3)
29
Properties=species:S:1:pos:R:3:forces:R:3 method="wB97M-V/def2-TZVPD" multiplicity=1 e_homo_ev=-8.54 orbital_gap_ev=8.60 smiles="NC[C@@H](N)CC=O.O.O.O.O" charge=0
N 0.478 -1.037 -1.837 -0.717 0.456 -0.166
C 1.620 -0.157 -1.498 -1.135 -0.931 -1.441
C 1.187 1.256 -1.078 2.378 0.295 1.591
N 0.040 1.845 -1.681 -0.996 0.182 0.470
C 1.301 1.303 0.506 -1.012 -0.448 -0.956
C 0.673 2.532 1.075 2.046 0.815 -0.975
O 1.234 3.256 1.863 -0.790 -0.066 0.316
H 0.335 -1.904 -1.336 0.774 0.058 0.390
H -0.403 -0.560 -1.674 0.148 0.136 -0.202
H 2.201 -0.059 -2.411 0.258 0.059 -0.233
H 2.256 -0.687 -0.806 0.296 0.278 0.637
H 2.036 1.955 -1.309 -0.547 -0.682 -0.268
H 0.046 1.871 -2.692 0.109 -0.198 0.085
H -0.830 1.462 -1.327 0.207 -0.172 -0.478
H 2.369 1.156 0.623 0.118 0.584 0.777
H 0.844 0.472 1.046 -0.385 -0.486 -0.459
H -0.199 2.856 0.473 -0.476 0.048 0.686
O -1.304 -1.396 3.541 -0.296 1.465 -0.722
H -0.882 -1.068 2.725 0.773 -0.552 0.285
H -1.839 -0.585 3.629 -0.262 -0.627 0.894
O 0.062 -3.776 0.129 0.727 -0.102 0.910
H 0.339 -3.467 1.016 -0.457 0.086 -0.702
H 0.722 -4.462 -0.013 -0.051 -0.273 -0.368
O -2.695 0.825 -0.520 0.270 -0.741 0.686
H -2.297 1.541 -0.013 -0.380 0.307 -0.376
H -3.050 1.131 -1.353 -0.067 0.473 -0.079
O -1.032 -1.464 0.777 -1.075 0.306 1.038
H -1.795 -0.885 0.617 0.266 0.221 -0.700
H -1.418 -1.955 1.529 0.278 -0.493 -0.641

(4)
68
Properties=species:S:1:pos:R:3:forces:R:3 method="wB97M-V/def2-TZVPD" s_squared=3.75 multiplicity=4 e_homo_ev="-13.05 / -13.07" orbital_gap_ev="6.43 / 6.54" charge=+2
Nd 0.096 2.275 0.382 -1.897 -3.205 -2.122
C -1.045 3.128 2.957 -0.030 1.219 -0.583
C -2.078 3.422 2.029 0.321 -0.476 0.337
C -1.865 4.271 0.936 -0.038 0.373 0.446
C -0.631 4.921 0.800 0.031 0.431 0.518
C 0.402 4.686 1.744 -0.375 0.210 0.142
C 0.214 3.785 2.813 -1.078 0.073 0.091
H -1.276 2.539 3.844 0.223 -0.076 -0.318
H -3.069 2.986 2.157 0.324 -0.031 0.011
H -2.699 4.496 0.266 0.384 -0.138 0.107
H -0.523 5.691 0.029 0.186 -0.437 0.200
H 1.325 5.259 1.672 -0.130 -0.191 -0.009
H 0.955 3.669 3.607 -0.034 -0.017 -0.448
O 2.369 2.898 -0.155 1.456 -0.327 -0.704
N 2.432 1.429 0.138 1.188 1.467 -0.408
C 3.629 0.988 0.370 -0.606 -0.488 -0.069
C 3.860 -0.438 0.573 0.391 -0.428 0.129
C 5.206 -0.910 0.495 -0.450 0.349 -0.021
C 5.480 -2.273 0.620 -0.777 0.206 -0.192
C 4.377 -3.154 0.753 0.784 -0.363 0.069
C 3.067 -2.707 0.858 0.326 1.000 -0.041
C 2.791 -1.331 0.787 0.489 -0.340 0.127
P 1.059 -0.755 0.844 -1.324 -0.458 0.350
C 0.280 -1.604 2.249 -0.154 -0.492 0.803
C -1.138 -1.603 2.346 1.099 0.079 -0.355
C -1.769 -2.303 3.370 -0.579 0.175 -0.534
C -1.020 -2.997 4.307 0.481 0.061 0.340
C 0.377 -2.866 4.317 0.103 -0.111 -0.447
C 1.042 -2.186 3.291 -1.019 0.405 -0.251
C 0.489 -1.597 -0.679 0.386 -0.336 -0.180
C -0.326 -2.734 -0.732 -0.205 0.783 -0.235
C -0.784 -3.161 -1.987 0.162 -0.283 0.171
C -0.378 -2.560 -3.178 0.086 0.648 0.377
C 0.513 -1.480 -3.100 0.232 -0.023 -0.368
C 0.988 -1.044 -1.869 -0.497 0.596 -0.034
H 2.859 3.018 -1.008 -0.572 0.098 0.785
H 4.516 1.619 0.391 -0.226 0.315 -0.215
H 5.990 -0.162 0.283 -0.307 -0.634 0.287
H 6.512 -2.646 0.579 -0.590 0.146 -0.033
H 4.543 -4.242 0.773 0.072 0.623 0.068
H 2.262 -3.413 1.002 -0.032 -0.058 -0.067
H -1.697 -1.061 1.577 -0.049 -0.243 0.245
H -2.873 -2.319 3.386 0.723 -0.098 0.107
H -1.532 -3.616 5.043 0.237 0.237 -0.055
H 1.006 -3.334 5.069 -0.366 -0.014 0.084
H 2.122 -2.055 3.327 -0.204 -0.270 -0.072
H -0.658 -3.202 0.202 0.017 0.096 -0.514
H -1.471 -3.993 -2.017 -0.037 -0.125 -0.063
H -0.773 -2.866 -4.152 0.148 -0.036 0.477
H 0.843 -0.951 -4.007 -0.121 -0.440 0.400
H 1.684 -0.186 -1.832 -0.410 -0.526 -0.054
C -1.185 2.106 -4.167 0.190 0.268 -0.694
C -1.369 1.827 -2.722 0.005 -0.921 0.315
O -0.608 2.320 -1.804 0.269 0.424 -0.740
C -2.420 0.910 -2.473 0.478 -0.025 0.828
C -3.078 0.201 -3.553 0.143 0.827 0.965
C -3.966 -0.755 -3.206 -0.512 -0.428 -0.645
C -4.358 -0.910 -1.856 -0.736 -0.790 -0.133
C -3.813 -0.218 -0.822 -0.049 -0.239 0.290
C -2.701 0.605 -1.093 0.579 0.102 -0.122
O -1.951 1.014 -0.112 0.620 0.632 0.763
H -0.471 2.894 -4.369 0.123 0.063 -0.029
H -2.181 2.381 -4.541 0.462 0.257 -0.136
H -0.923 1.177 -4.724 0.112 0.700 0.517
H -2.912 0.487 -4.591 0.033 -0.443 0.394
H -4.444 -1.378 -3.969 0.113 0.343 0.319
H -5.154 -1.641 -1.678 0.258 0.325 0.145
H -4.149 -0.352 0.208 0.169 -0.018 -0.317

Respective maximum force values: 8.846 4.459 2.876 4.286 eV/A.